Entry 1:
Molecular formula: C8H12BrN
Method: DFT, ωB97M-V/def2-TZVPD

Frontier orbital gap (spin up / spin down) (Eh): 0.273 / 0.275
Net charge: 0
Max |F| (hartree/bohr): 0.1055
HOMO level (spin up / spin down) (eV): -7.89 / -7.95

Last column: Löwdin charge in e.
Cartesian coordinates (Å):
C (1.32164, -2.16160, 0.86850)  -0.187
C (0.74270, -1.19517, 1.49997)  0.022
C (0.63339, -1.57253, -1.46619)  -0.161
C (1.69190, -2.09820, -0.73910)  -0.232
C (0.35990, 0.44395, -0.21427)  -0.610
C (-0.83786, 2.68644, -0.58792)  -0.066
C (-1.99409, 0.77920, 0.65196)  -0.075
C (-0.60112, 1.42802, 0.39043)  -0.427
N (-0.01677, -0.44048, -1.07031)  0.044
Br (2.33398, 1.01966, -0.01063)  0.610
H (1.40912, -3.16802, 1.25641)  0.090
H (0.47587, -1.00468, 2.57487)  0.082
H (-0.01696, -2.17832, -2.09104)  0.112
H (2.75541, -1.68826, -0.89302)  0.111
H (1.68363, -3.26217, -1.05700)  0.145
H (-1.31497, 3.45767, -0.04228)  0.051
H (-1.49233, 2.16054, -1.26281)  0.057
H (0.09530, 3.05443, -1.16793)  0.097
H (-2.45946, 0.21797, -0.18445)  0.089
H (-2.70291, 1.57062, 0.90200)  0.081
H (-1.92657, 0.01139, 1.33662)  0.031
H (-0.13981, 1.93952, 1.30620)  0.136



Entry 2:
Molecular formula: C8H12BrN6
Method: DFT, ωB97M-V/def2-TZVPD

Structure (SMILES): C[NH2+][C@@H](c1ncn[nH]1)c1c(Br)cnn1C
Frontier orbital gap (Eh): 0.374
Net charge: +1
Max |F| (hartree/bohr): 0.0686
HOMO level (eV): -12.96

Last column: Löwdin charge in e.
Cartesian coordinates (Å):
C (-0.78312, 0.26295, 2.27163)  0.016
N (0.30990, 0.75894, 1.42377)  -0.008
C (0.17448, 0.51128, -0.03857)  -0.095
C (1.13286, 1.45999, -0.66792)  -0.309
N (1.59618, 2.47902, 0.03321)  0.115
C (2.41957, 3.11655, -0.82694)  -0.164
N (2.47960, 2.54056, -2.00022)  0.087
N (1.66327, 1.49108, -1.90382)  0.088
C (0.56058, -1.06202, -0.29670)  -0.195
C (1.69418, -1.75566, 0.09079)  -0.605
Br (3.08948, -1.08886, 1.19627)  0.838
C (1.54677, -3.02824, -0.48756)  -0.133
N (0.42195, -3.07673, -1.16642)  0.100
N (-0.17354, -1.90124, -1.06031)  -0.173
C (-1.44556, -1.67892, -1.69123)  0.005
H (-0.91436, -0.80886, 2.11124)  0.110
H (-0.53546, 0.43018, 3.32022)  0.114
H (-1.71076, 0.78362, 2.03840)  0.111
H (0.48109, 1.78412, 1.50611)  0.162
H (1.20806, 0.31940, 1.71166)  0.071
H (-0.85584, 0.67139, -0.36087)  0.154
H (2.96765, 3.99656, -0.56715)  0.118
H (1.54540, 0.86978, -2.69174)  0.177
H (2.19754, -3.87628, -0.43998)  0.118
H (-1.40829, -0.82688, -2.37158)  0.095
H (-1.67932, -2.57752, -2.25962)  0.105
H (-2.22924, -1.52126, -0.94710)  0.098



Entry 3:
Molecular formula: C8H12BrNO4
Method: DFT, ωB97M-V/def2-TZVPD

Frontier orbital gap (Eh): 0.315
Net charge: 0
Max |F| (hartree/bohr): 0.0828
HOMO level (eV): -8.32

Last column: Löwdin charge in e.
Cartesian coordinates (Å):
C (-1.25632, -1.12038, 1.27878)  -0.414
C (-2.37941, -0.82345, -0.64608)  -0.525
C (-0.26263, -1.24024, 0.22288)  -0.316
C (1.14987, 1.29373, -1.56623)  -0.105
C (-0.04964, 2.92155, -0.27263)  -0.074
C (1.05179, -2.89974, 1.26704)  -0.077
C (0.39223, 0.82462, 0.75471)  -0.531
C (0.07219, 1.48807, -0.57951)  -0.523
N (-1.00453, -1.18597, -0.91303)  0.184
O (-1.17787, -1.37975, 2.42289)  0.170
O (-3.20725, -0.62244, -1.44924)  0.179
O (-2.50244, -0.83223, 0.67792)  0.192
O (0.92616, -1.93612, 0.26378)  -0.114
Br (2.12507, 0.48667, 1.29136)  0.870
H (1.12271, 1.73156, -2.59731)  0.109
H (1.31723, 0.28723, -1.75712)  0.050
H (1.99631, 1.87939, -1.15644)  0.074
H (0.97974, 3.14592, -0.02520)  0.087
H (-0.71712, 3.21655, 0.43773)  0.057
H (-0.39852, 3.39161, -1.18336)  0.097
H (2.09242, -3.17551, 1.22575)  0.101
H (0.54633, -3.72361, 1.02902)  0.059
H (0.90346, -2.63246, 2.29287)  0.094
H (-0.16948, 1.13280, 1.64358)  0.078
H (-0.88481, 1.04790, -0.82614)  0.119
H (-0.66548, -1.27571, -1.83603)  0.157



Entry 4:
Molecular formula: C8H12Cl12F24NO4P3S2V
Method: DFT, ωB97M-V/def2-TZVPD

Frontier orbital gap (spin up / spin down) (Eh): 0.082 / 0.130
Net charge: -2
Multiplicity: 4
Max |F| (hartree/bohr): 0.1118
HOMO level (spin up / spin down) (eV): -5.52 / -5.52

Last column: Löwdin spin population.
Cartesian coordinates (Å):
V (4.07588, 1.35493, 0.95852)  3.049
P (3.98022, 5.29541, 2.68029)  0.000
F (3.11493, 4.02800, 3.28073)  0.001
F (4.60530, 5.70615, 4.14363)  0.000
F (5.20564, 4.20803, 2.38912)  0.003
F (4.81290, 6.52930, 1.98175)  0.000
F (3.50528, 4.77857, 1.24013)  -0.002
F (2.74237, 6.31810, 2.74333)  0.000
P (3.88759, 3.20268, -4.36920)  0.000
F (3.58856, 4.66885, -3.70041)  0.000
F (2.25045, 3.17178, -4.21989)  0.000
F (3.60398, 3.88116, -5.81639)  0.000
F (3.91755, 1.80303, -5.09253)  0.000
F (5.48209, 3.55453, -4.42075)  0.000
F (4.08126, 2.57381, -2.87909)  0.000
P (0.67957, 8.76333, -1.80218)  0.000
F (2.04282, 8.11508, -1.23041)  0.000
F (0.26008, 7.22049, -2.22449)  0.000
F (0.10401, 8.69144, -0.30162)  0.000
F (-0.74650, 9.23962, -2.43163)  0.000
F (1.28974, 10.21413, -1.40636)  0.000
F (1.37959, 8.83688, -3.27453)  0.000
C (1.46494, -2.60499, -1.18767)  0.000
F (1.71416, -3.88777, -1.25593)  0.000
F (2.43121, -2.02295, -1.93973)  0.000
F (0.24945, -2.28927, -1.70121)  0.000
S (1.63155, -1.98293, 0.57703)  0.000
O (1.09412, -2.90539, 1.55758)  0.000
O (3.07195, -1.70786, 0.81724)  0.002
N (1.09594, -0.27648, 0.49346)  -0.036
S (-0.40764, -0.36282, 0.96551)  0.000
O (-1.22523, -1.47029, 0.51565)  -0.010
O (-0.46288, -0.03648, 2.36775)  -0.006
C (-0.99628, 1.17152, -0.08255)  -0.001
F (-0.73122, 0.97185, -1.41758)  0.000
F (-2.33387, 1.32917, 0.11140)  0.000
F (-0.36696, 2.25465, 0.34480)  0.000
C (2.35288, -7.75269, 4.58274)  0.000
Cl (2.94710, -7.76500, 2.89732)  0.000
Cl (0.72369, -8.40930, 4.71164)  0.000
H (3.02101, -8.39725, 5.15392)  0.000
H (2.41286, -6.74696, 4.99868)  0.000
C (0.83755, -2.77298, 7.87195)  0.000
Cl (0.63375, -4.38975, 8.52597)  0.000
Cl (2.36414, -2.46686, 7.13435)  0.000
H (0.12573, -2.52257, 7.08537)  0.000
H (0.82057, -2.12033, 8.74479)  0.000
C (-0.08140, -2.14527, -7.31613)  0.000
Cl (-1.44144, -3.27994, -7.33065)  0.000
Cl (-0.51818, -0.42664, -7.18962)  0.000
H (0.52309, -2.34402, -6.43114)  0.000
H (0.47344, -2.28652, -8.24366)  0.000
C (-3.67319, -5.68572, 2.20391)  0.000
Cl (-4.83404, -6.99117, 2.23374)  0.000
Cl (-3.25385, -5.07135, 3.84240)  0.000
H (-2.78007, -5.98014, 1.65278)  0.000
H (-4.17913, -4.91250, 1.62578)  0.000
C (-8.38537, 0.11890, 0.55519)  0.000
Cl (-10.03485, 0.42666, 1.08069)  0.000
Cl (-7.40327, -0.70737, 1.76387)  0.000
H (-8.39981, -0.50866, -0.33592)  0.000
H (-7.94765, 1.07388, 0.26450)  0.000
C (-4.79785, -3.30529, -3.40838)  0.000
Cl (-6.03297, -4.05700, -2.39818)  0.000
Cl (-4.72533, -1.55587, -3.08831)  0.000
H (-3.86206, -3.79928, -3.14692)  0.000
H (-4.97786, -3.55429, -4.45419)  0.000



Entry 5:
Molecular formula: C8H12Cl2N2O3SSmY
Method: DFT, ωB97M-V/def2-TZVPD

Frontier orbital gap (spin up / spin down) (Eh): 0.200 / 0.201
Net charge: +4
Multiplicity: 6
Max |F| (hartree/bohr): 0.1951
HOMO level (spin up / spin down) (eV): -21.44 / -21.46

Last column: Löwdin spin population.
Cartesian coordinates (Å):
Y (0.84148, -0.55140, -5.28774)  0.000
Sm (-0.07754, -0.12246, -1.24948)  5.142
Cl (0.10493, 1.40346, -3.52083)  -0.010
Cl (1.15096, -1.92822, -3.01201)  -0.006
C (-0.62326, -2.35705, -0.22135)  -0.007
C (-1.07191, 0.32706, -6.22235)  0.000
C (-0.16506, -2.40522, -6.14021)  0.000
O (-0.74098, -3.41420, 0.23862)  0.001
O (-1.98158, 0.90309, -6.66743)  0.000
O (-0.56819, -3.40127, -6.60125)  0.000
C (2.48359, 1.09957, 0.83172)  -0.004
N (1.37160, 0.68422, 1.69369)  -0.004
C (1.73327, 0.12515, 2.99102)  -0.001
C (0.10346, 0.99287, 1.29754)  -0.008
S (-0.10705, 2.14824, 0.01780)  -0.092
N (-1.01425, 0.41918, 1.86610)  -0.004
C (-1.23139, 0.15174, 3.29344)  0.000
C (-2.29887, 0.52850, 1.11507)  -0.002
H (3.42173, 0.86139, 1.34258)  0.000
H (2.44607, 2.18198, 0.63602)  -0.001
H (2.47748, 0.54592, -0.13070)  -0.001
H (1.47674, 0.81721, 3.80937)  0.000
H (1.28300, -0.86431, 3.13779)  0.000
H (2.81968, -0.01487, 3.01534)  0.000
H (-2.01202, 0.82346, 3.68494)  0.000
H (-1.56716, -0.88960, 3.41212)  0.000
H (-0.32997, 0.29642, 3.88401)  0.000
H (-2.49100, 1.57894, 0.80009)  -0.001
H (-2.31509, -0.14506, 0.21276)  0.000
H (-3.11867, 0.20526, 1.77336)  0.000



Entry 6:
Molecular formula: C8H12Cl2OPr
Method: DFT, ωB97M-V/def2-TZVPD

Frontier orbital gap (spin up / spin down) (Eh): 0.161 / 0.162
Net charge: -1
Multiplicity: 3
Max |F| (hartree/bohr): 0.0502
HOMO level (spin up / spin down) (eV): -1.93 / -1.93

Last column: Löwdin spin population.
Cartesian coordinates (Å):
Pr (2.45207, -0.12279, -0.89171)  2.079
Cl (2.14760, -2.67108, -1.09636)  -0.006
Cl (1.48128, 1.00063, 1.20428)  -0.003
C (4.51913, -0.25736, -0.12883)  -0.056
H (4.96809, 0.39594, 0.65094)  -0.007
H (5.24109, -1.04015, -0.47274)  -0.006
C (-0.87318, 1.25332, -1.94204)  -0.001
C (0.11530, 0.51834, -2.36973)  0.000
H (-0.68610, 2.07250, -1.23409)  0.000
C (-0.11678, -0.77172, -3.13439)  0.000
H (1.12225, 0.98910, -2.50374)  -0.001
C (-1.26860, -0.56522, -4.12673)  0.000
H (0.81169, -1.06998, -3.64859)  0.000
H (-0.36525, -1.57703, -2.42092)  0.000
C (-2.52414, 0.01374, -3.46393)  0.000
H (-0.91398, 0.12634, -4.89814)  0.000
H (-1.51510, -1.50188, -4.63243)  0.000
C (-2.26780, 1.17650, -2.47640)  0.000
H (-3.21528, 0.36163, -4.23889)  0.000
H (-3.04136, -0.78315, -2.92092)  0.000
H (-2.53896, 2.12200, -2.98597)  0.000
H (-3.02328, 1.13867, -1.68083)  0.000
O (-1.58243, -0.79798, 1.82738)  0.000
C (-0.88509, -1.05655, 0.96368)  0.000



Entry 7:
Molecular formula: C8H12Cl8F2N2O7P
Method: DFT, ωB97M-V/def2-TZVPD

Frontier orbital gap (Eh): 0.263
Net charge: -1
Max |F| (hartree/bohr): 0.0814
HOMO level (eV): -5.20

Last column: Löwdin charge in e.
Cartesian coordinates (Å):
N (-0.02196, -0.80018, -0.87455)  0.014
C (-0.27781, -0.37256, 0.52639)  -0.378
C (-0.46761, -1.74862, 1.35485)  -0.697
O (-0.09264, -1.84414, 2.52452)  -0.001
O (-0.98509, -2.74227, 0.73009)  -0.073
N (-1.56959, 0.40524, 0.57949)  0.120
C (-1.41040, 1.79832, 0.40059)  -0.473
O (-1.69219, 2.65999, 1.15573)  0.165
F (-0.89092, 2.17632, -0.83121)  0.077
C (-2.39733, 0.09011, 1.72275)  -0.448
O (-2.24394, 0.43800, 2.82602)  0.219
F (-3.51109, -0.71067, 1.45151)  0.063
P (1.21992, 0.49083, 1.26512)  0.583
O (1.08536, 0.89780, 2.67891)  -0.259
O (2.47160, -0.63094, 1.22082)  -0.223
O (1.75039, 1.79328, 0.36343)  -0.154
H (-0.94510, -0.98163, -1.27282)  0.101
H (0.43796, -0.01291, -1.34186)  0.057
H (2.38470, -1.10210, 0.32867)  -0.124
H (2.03740, 1.45776, -0.50613)  0.063
C (3.12603, -3.98282, -0.63283)  -0.930
Cl (4.27468, -4.30707, -1.93980)  0.476
Cl (2.31577, -2.42828, -0.85703)  0.712
H (2.37527, -4.76750, -0.61885)  0.038
H (3.66237, -3.96726, 0.31207)  0.041
C (-4.84454, 2.48574, 3.46273)  -1.018
Cl (-5.41581, 1.78567, 1.94505)  0.535
Cl (-6.17100, 3.23148, 4.36865)  0.489
H (-4.40251, 1.69894, 4.06731)  0.026
H (-4.09904, 3.24432, 3.24081)  0.026
C (-3.59520, 4.46570, -0.70047)  -1.026
Cl (-4.15887, 3.76029, -2.22275)  0.496
Cl (-4.92607, 5.19525, 0.20214)  0.497
H (-3.14908, 3.68633, -0.09497)  -0.022
H (-2.85681, 5.23146, -0.91978)  0.033
C (6.73442, -3.29694, -4.83324)  -1.026
Cl (5.81055, -4.78690, -5.06384)  0.486
Cl (5.80995, -2.09597, -3.92586)  0.488
H (7.64316, -3.52857, -4.28475)  0.025
H (6.98507, -2.88554, -5.80691)  0.021



Entry 8:
Molecular formula: C8H12ClNOSi
Method: DFT, ωB97M-V/def2-TZVPD

Frontier orbital gap (spin up / spin down) (Eh): 0.328 / 0.224
Net charge: 0
Max |F| (hartree/bohr): 0.0880
HOMO level (spin up / spin down) (eV): -8.72 / -6.39

Last column: Löwdin charge in e.
Cartesian coordinates (Å):
C (-0.57556, -2.24204, 4.50309)  -0.052
C (-0.80774, -2.15324, 3.15293)  -0.088
C (0.55926, -1.56105, 5.00731)  -0.098
C (-0.09140, -1.19643, 2.41862)  -0.040
C (1.22899, -0.67248, 4.17018)  -0.727
C (0.05350, 3.07348, -0.80762)  -0.140
C (2.32994, -0.41176, -0.80984)  -0.183
C (-0.87972, -0.27408, -2.25498)  -0.191
N (0.85763, -0.46273, 2.91150)  0.037
O (0.72524, 1.91542, -1.17342)  -0.318
Si (0.52869, 0.29765, -1.01921)  0.708
Cl (2.53357, 0.27109, 4.89156)  0.629
H (-1.15990, -2.88042, 5.04425)  0.078
H (-1.51678, -2.63568, 2.63103)  0.052
H (1.00226, -1.55128, 6.05852)  0.117
H (0.75369, 3.80981, -0.92840)  0.059
H (-0.31349, 2.89522, 0.16329)  0.068
H (-0.83512, 3.30389, -1.40116)  0.087
H (2.45076, -1.39594, -1.17855)  0.002
H (3.02290, 0.17840, -1.33783)  -0.001
H (2.51487, -0.28004, 0.23722)  -0.002
H (-1.31351, 0.69266, -2.73115)  0.063
H (-0.50610, -0.82600, -3.05867)  -0.017
H (-1.55750, -0.76344, -1.66625)  -0.043